1.
A structure of composition C43H53As3N5P2RhSSe2. Source: OMol25; level of theory: ωB97M-V/def2-TZVPD.

Element x y z (Å)
1 Rh -0.827 1.367 0.742
2 C 0.349 -0.811 3.533
3 As -0.634 0.770 3.043
4 C -2.327 0.512 3.940
5 C 0.221 2.210 4.035
6 C 0.085 3.605 3.414
7 C 0.882 3.649 2.105
8 C -1.396 3.977 3.169
9 As -2.150 3.297 1.501
10 C -1.900 4.744 0.238
11 C -4.062 3.327 1.771
12 C 0.727 4.652 4.349
13 As 0.278 4.973 6.272
14 C -1.562 4.309 6.482
15 C 1.199 3.450 7.104
16 H 0.370 -0.857 4.621
17 H 1.364 -0.761 3.144
18 H -0.161 -1.688 3.138
19 H -2.142 0.315 4.996
20 H -2.846 -0.338 3.501
21 H -2.952 1.399 3.848
22 H 1.278 1.950 4.124
23 H -0.212 2.181 5.034
24 H 0.557 2.881 1.366
25 H 1.938 3.437 2.270
26 H 0.800 4.620 1.615
27 H -1.510 5.062 3.111
28 H -2.028 3.637 3.988
29 H -2.172 5.684 0.718
30 H -2.549 4.578 -0.620
31 H -0.868 4.789 -0.102
32 H -4.335 4.289 2.203
33 H -4.378 2.525 2.435
34 H -4.561 3.210 0.810
35 H 0.613 5.631 3.876
36 H 1.806 4.471 4.386
37 H -2.264 4.961 5.963
38 H -1.782 4.375 7.548
39 H -1.716 3.274 6.173
40 H 2.227 3.409 6.744
41 H 0.718 2.486 6.940
42 H 1.231 3.636 8.177
43 Se 2.789 -0.988 -4.195
44 P 2.753 -2.115 -2.416
45 C 1.901 -3.710 -2.549
46 C 1.269 -4.066 -3.736
47 C 0.685 -5.318 -3.866
48 C 0.756 -6.226 -2.821
49 C 1.406 -5.885 -1.641
50 C 1.975 -4.631 -1.502
51 C 4.366 -2.472 -1.702
52 C 4.539 -2.672 -0.334
53 C 5.785 -3.017 0.161
54 C 6.861 -3.160 -0.707
55 C 6.692 -2.952 -2.067
56 C 5.447 -2.603 -2.568
57 C 1.895 -1.161 -1.118
58 C 0.551 -0.946 -0.782
59 N 0.586 0.069 0.124
60 N 1.824 0.470 0.308
61 N 2.621 -0.247 -0.445
62 P -1.075 -1.645 -0.995
63 Se -2.306 -0.430 0.448
64 C -1.782 -1.430 -2.615
65 C -3.142 -1.693 -2.816
66 C -3.691 -1.513 -4.071
67 C -2.895 -1.064 -5.121
68 C -1.555 -0.783 -4.912
69 C -0.995 -0.953 -3.653
70 C -1.108 -3.345 -0.459
71 C -1.920 -4.287 -1.082
72 C -1.988 -5.574 -0.566
73 C -1.248 -5.915 0.555
74 C -0.419 -4.977 1.164
75 C -0.351 -3.691 0.664
76 H 1.274 -3.371 -4.565
77 H 0.205 -5.595 -4.796
78 H 0.325 -7.213 -2.934
79 H 1.488 -6.604 -0.838
80 H 2.508 -4.387 -0.592
81 H 3.712 -2.537 0.353
82 H 5.922 -3.166 1.223
83 H 7.835 -3.426 -0.318
84 H 7.532 -3.053 -2.741
85 H 5.314 -2.423 -3.627
86 H -3.773 -2.022 -1.998
87 H -4.740 -1.718 -4.234
88 H -3.329 -0.924 -6.102
89 H -0.934 -0.427 -5.723
90 H 0.051 -0.714 -3.509
91 H -2.481 -4.037 -1.972
92 H -2.618 -6.310 -1.047
93 H -1.305 -6.920 0.952
94 H 0.172 -5.254 2.026
95 H 0.297 -2.959 1.133
96 N 0.008 3.093 -6.141
97 C -1.161 2.987 -5.496
98 S -2.610 3.152 -6.239
99 C -1.060 2.666 -4.022
100 C -2.225 2.448 -3.291
101 C -2.142 2.107 -1.960
102 N -0.971 1.984 -1.316
103 C 0.152 2.207 -2.007
104 C 0.148 2.545 -3.348
105 H -0.014 3.337 -7.119
106 H 0.903 3.055 -5.689
107 H -3.185 2.534 -3.780
108 H -3.035 1.908 -1.381
109 H 1.091 2.111 -1.476
110 H 1.114 2.674 -3.813

## Properties
E_HOMO: -12.20 eV
Energy above the lowest of the compared OMol25 structures with the same formula, charge and spin: 0.000 eV
Charge: +2
2S+1: 1
Lowest unoccupied orbital energy: -6.71 eV
E_tot: -398520.294 eV
Orbital gap: 5.5 eV
F_max: 0.0192 Eh/bohr

***

2.
A structure of composition C39H36Cl2InN2O6PS. Source: OMol25; level of theory: ωB97M-V/def2-TZVPD.

Element x y z (Å)
1 In -0.472 -0.020 0.358
2 C -1.378 -3.382 2.270
3 C -0.461 -3.409 3.461
4 C -0.110 -4.634 4.016
5 C 0.756 -4.722 5.096
6 C 1.288 -3.569 5.647
7 C 0.940 -2.335 5.116
8 C 0.069 -2.236 4.033
9 P -0.291 -0.619 3.274
10 C 0.576 0.585 4.332
11 C -0.067 1.063 5.477
12 C 0.541 1.989 6.307
13 C 1.812 2.448 5.993
14 C 2.461 1.967 4.868
15 C 1.870 1.028 4.023
16 C 2.673 0.474 2.879
17 C -2.067 -0.388 3.507
18 C -2.835 -1.156 4.384
19 C -4.216 -1.158 4.313
20 C -4.847 -0.422 3.316
21 C -4.101 0.311 2.414
22 C -2.704 0.357 2.493
23 C -1.941 1.104 1.474
24 H -1.547 -4.391 1.895
25 H -0.931 -2.797 1.464
26 H -2.348 -2.941 2.508
27 H -0.514 -5.540 3.579
28 H 1.018 -5.692 5.500
29 H 1.969 -3.624 6.486
30 H 1.357 -1.434 5.549
31 H -1.065 0.710 5.710
32 H 0.025 2.352 7.186
33 H 2.300 3.177 6.627
34 H 3.459 2.320 4.633
35 H 3.426 1.193 2.556
36 H 2.063 0.217 2.017
37 H 3.187 -0.439 3.188
38 H -2.331 -1.769 5.122
39 H -4.799 -1.742 5.012
40 H -5.927 -0.433 3.241
41 H -4.595 0.870 1.628
42 H -1.203 1.774 1.930
43 H -2.577 1.664 0.797
44 Cl 4.437 -4.627 -2.970
45 C 3.360 -3.750 -1.927
46 C 3.529 -3.847 -0.535
47 C 2.709 -3.162 0.317
48 Cl 2.914 -3.319 2.027
49 C 1.667 -2.310 -0.162
50 O 0.952 -1.634 0.656
51 C 1.493 -2.282 -1.575
52 C 0.388 -1.609 -2.158
53 O -0.530 -0.998 -1.585
54 C 2.353 -2.991 -2.442
55 H 4.314 -4.471 -0.132
56 H 0.321 -1.679 -3.253
57 H 2.201 -2.930 -3.512
58 C -2.729 0.639 -3.422
59 N -2.479 2.066 -3.318
60 C -2.740 2.926 -4.464
61 C -1.842 2.530 -2.233
62 C -1.598 4.016 -2.154
63 O -1.482 1.791 -1.308
64 H -3.425 0.462 -4.238
65 H -3.166 0.269 -2.495
66 H -1.805 0.090 -3.597
67 H -3.234 2.338 -5.233
68 H -1.807 3.316 -4.875
69 H -3.395 3.757 -4.199
70 H -2.528 4.578 -2.253
71 H -0.921 4.325 -2.952
72 H -1.139 4.236 -1.195
73 O 0.478 2.460 -4.082
74 S 1.761 1.917 -3.633
75 O 2.695 3.260 -3.210
76 N 1.531 1.201 -2.193
77 C 1.437 1.882 -1.079
78 O 1.134 1.315 0.028
79 C 1.698 3.333 -1.032
80 C 1.343 4.088 0.086
81 C 1.575 5.449 0.118
82 C 2.176 6.068 -0.977
83 C 2.537 5.337 -2.093
84 C 2.295 3.969 -2.117
85 H 0.883 3.579 0.922
86 H 1.295 6.029 0.986
87 H 2.363 7.134 -0.958
88 H 3.002 5.800 -2.952

## Properties
E_HOMO: -8.11 eV
Energy above the lowest of the compared OMol25 structures with the same formula, charge and spin: 0.085 eV
2S+1: 1
Lowest unoccupied orbital energy: -0.35 eV
E_tot: -106637.485 eV
Orbital gap: 7.8 eV
F_max: 0.0104 Eh/bohr